Record 1
# C4HO3

A molecular structure, C4HO3 at a distorted geometry (ωB97M-V with the def2-TZVPD basis set, OMol25).

Output
HOMO energy, eV: -2.9
Total charge: -1
ΔE to the lowest compared entry with this formula, charge and spin, kcal per mole: 20.6
LUMO level, eV: 3.977

Cartesian coordinates (Å):
C -1.02007 1.24824 -1.26743
C -0.48831 0.85584 -0.27746
C -0.05802 0.26403 0.95253
C 1.01669 -1.30099 0.31429
O 2.07000 -0.98735 -0.07162
O -0.32368 0.60315 2.06614
O 0.36725 -2.29297 0.49955
H -1.56387 1.61004 -2.21600



Record 2
# C4NO3

2 unconnected molecules or ions with the total composition C4NO3 at a distorted geometry (ωB97M-V with the def2-TZVPD basis set, OMol25).

Output
HOMO energy, eV: -3.1
Total charge: -1
ΔE to the lowest compared entry with this formula, charge and spin, kcal per mole: 52.0
LUMO level, eV: 3.896

Cartesian coordinates (Å):
C 1.70461 -0.65472 -0.11377
C 0.65538 0.16660 0.04777
C -1.73126 -1.37158 -0.22126
C -0.07176 1.29277 -0.14293
N 2.53786 -1.46147 -0.22446
O -0.83151 1.98837 -0.75843
O 0.48055 1.27385 1.11514
O -2.74387 -1.23382 0.29794



Record 3
# C50H100N10

10 unconnected molecules or ions with the total composition C50H100N10 at a distorted geometry (ωB97M-V with the def2-TZVPD basis set, OMol25).

Output
SMILES: c1cc[nH]c1.c1cc[nH]c1.c1cc[nH]c1.c1cc[nH]c1.c1cc[nH]c1.CCN(CC)CC.CCN(CC)CC.CCN(CC)CC.CCN(CC)CC.CCN(CC)CC
HOMO energy, eV: -7.8
ΔE to the lowest compared entry with this formula, charge and spin, kcal per mole: 76.0
LUMO level, eV: 0.522

Cartesian coordinates (Å):
N 2.80879 -5.31299 -5.65584
C 2.16548 -4.71106 -4.67298
C 2.11897 -5.51238 -3.51694
C 2.91347 -6.59088 -3.81423
C 3.30722 -6.50860 -5.15283
H 2.83689 -5.04748 -6.62990
H 1.60017 -3.86605 -5.03737
H 1.47331 -5.30276 -2.67696
H 3.19425 -7.35876 -3.10859
H 3.83024 -7.24224 -5.74834
N -0.96551 2.73827 -3.34907
C -1.95162 3.66740 -3.22681
C -1.92853 4.52303 -4.35463
C -0.83298 4.19814 -5.10394
C -0.39531 3.03575 -4.54355
H -0.83851 1.86612 -2.85579
H -2.63253 3.63952 -2.38897
H -2.65930 5.28303 -4.58869
H -0.32109 4.61736 -5.95753
H 0.42258 2.44280 -4.92548
N 1.69558 8.54282 -0.62595
C 2.35272 7.36738 -0.39349
C 1.40492 6.35310 -0.49988
C 0.32458 6.88312 -1.13367
C 0.45632 8.24974 -1.19013
H 2.05618 9.47911 -0.51010
H 3.39911 7.48025 -0.15117
H 1.60817 5.30960 -0.30967
H -0.50362 6.32573 -1.54576
H -0.17271 9.05326 -1.54378
N -5.38750 1.53767 -2.27187
C -5.88001 1.13601 -1.06294
C -4.88980 0.74716 -0.27214
C -3.73400 0.91097 -0.96301
C -4.05064 1.21261 -2.30980
H -5.92346 1.88156 -3.05583
H -6.92576 1.22727 -0.80904
H -5.03722 0.39681 0.73877
H -2.74536 0.70233 -0.58160
H -3.50807 1.45902 -3.21052
N -2.51389 -4.14442 -5.23919
C -3.67392 -4.49759 -4.55222
C -3.50985 -4.13169 -3.23423
C -2.26551 -3.49388 -3.08894
C -1.74479 -3.51557 -4.36020
H -2.28128 -4.30125 -6.20944
H -4.44693 -5.05192 -5.06365
H -4.28611 -4.31353 -2.50572
H -1.91689 -3.01333 -2.18676
H -0.81024 -3.01553 -4.56750
C 2.64187 3.40277 2.16653
C 2.59239 3.29955 3.65006
N 1.16098 3.29896 4.19645
C 0.46584 2.06108 3.88746
C -0.78551 1.91604 4.83379
C 0.43032 4.54598 4.02813
C 1.13986 5.66427 4.79833
H 3.55278 3.70421 1.64933
H 1.88816 4.05201 1.72098
H 2.42841 2.46484 1.65389
H 3.13879 2.40072 3.93581
H 3.21768 4.09657 4.05239
H 1.24798 1.30963 3.99561
H 0.07447 2.24478 2.88687
H -1.18984 0.91913 4.65832
H -1.58551 2.57839 4.50305
H -0.49915 1.98518 5.88322
H 0.29007 4.79970 2.97740
H -0.56233 4.48321 4.47401
H 1.32780 5.29857 5.80781
H 2.15485 5.96623 4.54003
H 0.42043 6.47982 4.72502
C 0.28222 1.85245 -0.39235
C 0.88378 0.55296 -0.74294
N 0.00543 -0.57283 -0.51937
C -0.05890 -0.91544 0.83530
C -1.30651 -1.77403 1.17430
C 0.52770 -1.73097 -1.36735
C 1.95149 -2.14452 -0.96768
H -0.27790 1.83892 0.54263
H -0.48434 2.24035 -1.06318
H 0.97520 2.67498 -0.21531
H 1.03983 0.58331 -1.82128
H 1.73338 0.36967 -0.08516
H 0.88039 -1.34610 1.18223
H -0.09423 -0.02000 1.45581
H -1.26472 -2.13864 2.20066
H -2.18486 -1.15170 1.00315
H -1.43316 -2.68274 0.58583
H 0.40963 -1.26114 -2.34378
H -0.10756 -2.61596 -1.33093
H 2.01360 -2.56240 0.03711
H 2.67659 -1.33460 -1.04752
H 2.21230 -2.97290 -1.62637
C -6.25202 -1.90611 2.27128
C -6.23499 -1.86119 3.76266
N -5.83263 -0.52796 4.20224
C -4.50824 -0.10277 3.79156
C -4.42964 1.33815 4.02313
C -6.25471 -0.20572 5.52659
C -5.26136 -0.73694 6.53581
H -5.22254 -1.81827 1.92410
H -6.55813 -1.07736 1.63286
H -6.74370 -2.84252 2.00764
H -7.27476 -1.97061 4.07088
H -5.59990 -2.65135 4.16319
H -3.68439 -0.64760 4.25256
H -4.29109 -0.16240 2.72507
H -5.31775 1.80059 3.59241
H -4.27706 1.67296 5.04915
H -3.55721 1.70392 3.48167
H -7.26254 -0.53947 5.77352
H -6.26465 0.86933 5.70626
H -5.67752 -0.66048 7.54033
H -4.33930 -0.16659 6.42348
H -5.14282 -1.79726 6.31270
C -0.30223 -2.09157 5.16596
C 1.08158 -1.80050 4.54217
N 1.72799 -3.08336 4.34361
C 1.34652 -3.99438 3.28488
C 1.55821 -5.44149 3.79596
C 3.21367 -2.91758 4.49281
C 3.83766 -1.98453 3.36403
H -0.84617 -2.86039 4.61721
H -0.96370 -1.23829 5.31588
H -0.13379 -2.52139 6.15337
H 1.13342 -1.15196 3.66763
H 1.69503 -1.27255 5.27227
H 0.31236 -3.84782 2.97323
H 1.80896 -3.73085 2.33367
H 2.59469 -5.54759 4.11621
H 0.83811 -5.71404 4.56750
H 1.33720 -6.03900 2.91151
H 3.72905 -3.87804 4.49265
H 3.57215 -2.42903 5.39885
H 4.91987 -2.03318 3.24341
H 3.62380 -0.92408 3.49746
H 3.40334 -2.29349 2.41323
C 1.92571 -0.56588 -4.45622
C 2.98902 -0.53377 -5.67373
N 4.33809 -0.28856 -5.25280
C 5.09430 -0.01928 -6.44815
C 5.27986 1.42217 -6.67462
C 5.01658 -1.35930 -4.53388
C 6.25075 -1.07026 -3.66347
H 1.78231 0.45613 -4.10545
H 2.26093 -1.19493 -3.63157
H 0.93412 -0.97310 -4.65372
H 2.96000 -1.46658 -6.23687
H 2.68404 0.27621 -6.33632
H 4.65570 -0.42663 -7.35908
H 6.15040 -0.28864 -6.46195
H 4.28425 1.86044 -6.60552
H 5.60504 1.54957 -7.70715
H 5.86407 1.87353 -5.87270
H 4.36917 -2.05675 -4.00234
H 5.33202 -2.05398 -5.31236
H 5.89494 -0.65988 -2.71844
H 6.63810 -2.01073 -3.27159
H 7.02408 -0.58028 -4.25505



Record 4
# C50H107N11O11

11 unconnected molecules or ions with the total composition C50H107N11O11 at a distorted geometry (ωB97M-V with the def2-TZVPD basis set, OMol25).

Output
HOMO energy (spin up / spin down), eV: -8.5 / -8.7
Spin multiplicity: 5
ΔE to the lowest compared entry with this formula, charge and spin, kcal per mole: 0.0
LUMO level (spin up / spin down), eV: 0.164 / -0.772

Cartesian coordinates (Å):
C -5.71953 2.44542 -3.33913
C -4.50561 2.59120 -2.36584
C -3.95412 1.19413 -1.95873
C -2.62804 1.07739 -1.16384
C -1.67568 1.94265 -1.97524
C -2.12348 3.38973 -2.25078
N -3.36398 3.35315 -3.06164
O -3.68672 4.57118 -3.66454
C -2.21586 4.27089 -0.94058
C -0.86026 3.93623 -2.94170
C -5.23956 3.27866 -1.10514
H -5.34321 2.40544 -4.36132
H -6.32280 3.35262 -3.37275
H -6.24245 1.49754 -3.21197
H -4.61629 0.60672 -1.32266
H -3.85441 0.67985 -2.91459
H -2.23740 0.06415 -1.06978
H -2.90447 1.38278 -0.15467
H -1.63215 1.47098 -2.95695
H -0.65210 1.95142 -1.60066
H -1.21404 4.31087 -0.51295
H -2.62578 5.25497 -1.16783
H -2.76150 3.68330 -0.20226
H -0.66105 5.00476 -2.86011
H 0.07095 3.46912 -2.62115
H -0.82525 3.56113 -3.96453
H -5.08778 4.35731 -1.06545
H -4.78491 2.75902 -0.26172
H -6.32294 3.20140 -1.01332
C 3.15269 -2.90431 5.29382
C 1.87558 -2.97738 6.04466
C 1.95827 -1.84214 7.09123
C 0.61437 -1.57677 7.89848
C -0.55441 -1.35184 6.97382
C -0.73907 -2.42545 5.87392
N 0.62781 -2.70944 5.25305
O 0.60873 -3.23431 3.85566
C -1.48948 -3.70089 6.55230
C -1.73805 -1.77990 5.00060
C 1.87097 -4.33393 6.79213
H 3.34978 -1.91597 4.87855
H 3.07167 -3.60092 4.45940
H 3.98555 -3.12411 5.96175
H 2.68075 -2.09631 7.86681
H 2.25672 -0.81125 6.90074
H 0.78940 -0.69193 8.51047
H 0.42390 -2.40693 8.57867
H -0.23515 -0.40281 6.54310
H -1.50107 -1.10681 7.45538
H -1.14689 -4.59803 6.03668
H -1.28121 -3.80793 7.61684
H -2.56349 -3.86044 6.45658
H -2.70918 -1.65989 5.48082
H -1.36136 -0.82845 4.62520
H -1.96354 -2.30560 4.07275
H 0.98103 -4.60875 7.35833
H 2.74076 -4.36550 7.44831
H 1.98833 -5.19188 6.13013
C -6.32653 -1.08383 3.45860
C -5.54843 -0.84939 2.19026
C -5.02224 -2.22396 1.76620
C -6.13278 -3.21027 1.16936
C -6.78729 -2.54023 0.02333
C -7.36158 -1.16917 0.37304
N -6.33732 -0.26167 1.05876
O -6.74818 1.11234 1.25254
C -7.64735 -0.60824 -1.05058
C -8.72190 -1.49298 1.15460
C -4.24198 -0.11951 2.37302
H -5.64994 -1.31557 4.28116
H -6.97730 -1.95643 3.40240
H -6.84138 -0.21142 3.86101
H -4.27403 -2.10051 0.98323
H -4.50742 -2.77885 2.55052
H -6.85752 -3.52813 1.91891
H -5.57778 -4.10772 0.89610
H -7.65603 -3.16051 -0.19725
H -6.03589 -2.41796 -0.75677
H -8.18684 -1.29696 -1.70075
H -8.29547 0.26782 -1.07396
H -6.70466 -0.30146 -1.50371
H -9.42034 -2.07382 0.55218
H -8.57520 -2.05043 2.07971
H -9.25771 -0.59808 1.47110
H -3.71882 -0.00831 1.42326
H -3.53685 -0.58834 3.05937
H -4.44021 0.88009 2.75982
C 6.62989 4.46438 -5.17410
C 5.64062 3.51510 -5.92170
C 6.48366 2.14514 -6.03353
C 5.70632 0.94685 -6.60435
C 4.44489 0.72743 -5.71479
C 3.55634 2.07193 -5.53173
N 4.43797 3.21998 -5.10005
O 3.63859 4.25989 -4.46927
C 2.61239 2.32661 -6.74221
C 2.68701 1.69537 -4.34980
C 5.33550 4.11577 -7.28181
H 6.88205 4.03836 -4.20301
H 6.21837 5.45015 -4.95727
H 7.59292 4.64947 -5.64995
H 7.31864 2.21385 -6.73080
H 6.88624 1.91046 -5.04816
H 6.27265 0.03297 -6.78378
H 5.36780 1.18522 -7.61266
H 4.75862 0.38505 -4.72867
H 3.98435 -0.17579 -6.11503
H 1.81019 3.03221 -6.52613
H 3.11765 3.00334 -7.43130
H 2.24727 1.44783 -7.27376
H 3.22543 1.44615 -3.43541
H 1.91840 2.44457 -4.15996
H 2.15474 0.77754 -4.59953
H 5.06532 3.36898 -8.02842
H 6.18266 4.63369 -7.73145
H 4.52466 4.84423 -7.28074
O -2.63405 -4.14514 0.21611
C -1.62401 -4.82910 0.03960
N -0.62091 -4.31541 -0.56543
C -1.59172 -6.29399 0.49182
H -0.71841 -3.36033 -0.87915
H 0.18333 -4.79620 -0.94243
H -0.56660 -6.63715 0.63140
H -2.01101 -6.90745 -0.30565
H -2.11202 -6.48548 1.43028
O 0.69995 -1.58943 -0.99887
C 0.65199 -0.75458 -0.11270
N 1.24251 0.42468 -0.17522
C -0.24373 -0.97427 1.07875
H 1.85149 0.59193 -0.96343
H 1.08050 1.12278 0.53647
H 0.17385 -1.79935 1.65579
H -1.19486 -1.44001 0.82082
H -0.46147 -0.17105 1.78269
O 5.75582 -2.93313 0.38035
C 4.75191 -3.66956 0.36211
N 4.99815 -4.88217 -0.06747
C 3.29171 -3.32185 0.79033
H 5.88637 -5.21999 -0.40957
H 4.18509 -5.46538 -0.20491
H 2.58423 -4.07988 0.45424
H 3.09702 -2.35004 0.33671
H 3.13659 -3.27307 1.86814
O 3.79706 0.14911 -1.25179
C 4.75879 0.78049 -0.75735
N 5.49464 0.16396 0.14415
C 5.21042 2.14966 -1.34867
H 5.20701 -0.75004 0.46349
H 6.20494 0.65113 0.67162
H 4.45579 2.93596 -1.36803
H 5.58050 2.02964 -2.36688
H 6.08107 2.56244 -0.83907
O 1.86150 3.31888 -0.06036
C 1.98477 4.44134 0.50090
N 2.55348 4.53011 1.69979
C 1.41544 5.71476 -0.00335
H 3.05717 3.72351 2.04006
H 2.83071 5.41481 2.10046
H 0.40152 5.84282 0.37569
H 1.11777 5.64453 -1.04956
H 2.03990 6.58534 0.19728
O 3.42442 1.83537 4.06286
C 2.31467 1.35565 4.11380
N 1.65806 1.42061 5.29195
C 1.62549 0.57900 3.06697
H 0.65204 1.36346 5.36092
H 2.08934 2.11744 5.88231
H 1.15736 1.29010 2.38632
H 0.82476 0.09248 3.62393
H 2.21400 -0.24274 2.65893
O 3.03095 -2.85439 -4.89311
C 2.54414 -2.23342 -3.99257
N 3.05845 -2.20510 -2.77626
C 1.23675 -1.66241 -4.18146
H 2.66977 -1.54903 -2.11398
H 3.98789 -2.51918 -2.53627
H 0.42515 -2.35976 -3.97385
H 1.10476 -1.11103 -5.11241
H 1.12235 -0.87899 -3.43228



Which value of ΔE to the lowest compared entry with this formula, charge and spin does entry 2 give? 52.0 kcal per mole



Which of these has the lowest ΔE to the lowest compared entry with this formula, charge and spin? C50H107N11O11